Record 1
{"formula": "CH2NPS3", "method": "ωB97M-V/def2-TZVPD", "elements": ["C", "N", "P", "S", "S", "S", "H", "H"], "positions_angstrom": [[0.127, -0.052, 0.717], [-0.179, 0.180, -0.636], [0.503, -0.771, -1.834], [1.349, -1.081, 0.973], [0.061, 0.087, -3.467], [-0.751, 0.756, 2.042], [-0.685, 1.106, -0.859], [-0.426, -0.224, 3.064]], "lowdin_charge": [-1.328, -0.449, 0.336, 0.571, 0.117, 0.685, 0.116, -0.047], "relative_energy_kj_mol": 28.2, "gap_ha": 0.267, "smiles": "S=PNC(=S)S"}


Record 2
{"formula": "CH2O2S", "method": "ωB97M-V/def2-TZVPD", "elements": ["C", "O", "O", "S", "H", "H"], "positions_angstrom": [[0.510, -1.420, 0.488], [-0.787, -0.939, -0.109], [-0.305, 1.848, 0.039], [-0.181, 0.242, 0.850], [1.230, -1.533, -0.368], [-0.468, 1.802, -0.900]], "lowdin_charge": [-0.235, -0.510, -0.362, 1.059, 0.024, 0.023], "relative_energy_kj_mol": 562.6, "gap_ha": [0.298, 0.298]}


Record 3
{"formula": "CH2O2S", "method": "ωB97M-V/def2-TZVPD", "elements": ["C", "O", "O", "S", "H", "H"], "positions_angstrom": [[0.334, 0.133, 0.993], [0.328, 0.082, 2.177], [0.363, 0.449, -1.736], [-0.821, 0.455, -0.943], [1.053, -0.127, 0.194], [-1.257, -0.992, -0.684]], "lowdin_charge": [-0.221, 0.080, -0.648, 0.750, 0.040, -0.001], "relative_energy_kj_mol": 351.3, "gap_ha": 0.336}


Record 4
{"formula": "CH2O2S", "method": "ωB97M-V/def2-TZVPD", "elements": ["C", "O", "O", "S", "H", "H"], "positions_angstrom": [[0.311, -0.045, 0.291], [-0.186, -0.661, -0.967], [-1.147, -0.009, -1.504], [0.070, 1.718, 0.555], [-0.329, -0.593, 1.052], [1.281, -0.410, 0.573]], "lowdin_charge": [-0.585, -0.208, -0.058, 0.688, 0.097, 0.066], "relative_energy_kj_mol": 295.3, "gap_ha": [0.406, 0.271], "s2": 2.01, "spin_multiplicity": 3}


Record 5
{"formula": "CH2O2S2", "method": "ωB97M-V/def2-TZVPD", "elements": ["C", "O", "O", "S", "S", "H", "H"], "positions_angstrom": [[-0.754, 0.087, -0.018], [2.441, 1.059, 0.666], [-2.013, -2.061, 0.307], [3.182, 1.060, -0.614], [-1.728, -1.021, -0.628], [-0.558, 0.850, -0.714], [-0.570, 0.026, 1.001]], "lowdin_charge": [-0.314, -0.704, -0.552, 0.709, 0.855, -0.005, 0.012], "relative_energy_kj_mol": 271.9, "gap_ha": [0.286, 0.287]}


Record 6
{"formula": "CH2O3P2", "method": "ωB97M-V/def2-TZVPD", "elements": ["C", "O", "O", "O", "P", "P", "H", "H"], "positions_angstrom": [[-0.020, -0.286, -0.198], [0.111, -2.995, -0.017], [-1.344, -2.015, -1.841], [-3.224, -0.337, 0.718], [-1.982, -1.134, 1.217], [-0.759, -1.863, -0.473], [0.677, 0.057, 0.516], [-0.247, 0.720, -0.562]], "lowdin_charge": [-0.342, -0.541, -0.513, -0.818, 0.483, -0.120, -0.100, -0.049], "relative_energy_kj_mol": 129.9, "gap_ha": 0.225, "smiles": "C=P([O-])([O-])P=O", "charge": -2}


Record 7
{"formula": "CH2O3S", "method": "ωB97M-V/def2-TZVPD", "elements": ["C", "O", "O", "O", "S", "H", "H"], "positions_angstrom": [[-0.344, -0.038, -0.029], [-3.572, 0.049, 0.710], [-1.318, 0.933, -0.202], [-1.185, -1.188, -0.101], [-2.653, -0.063, -0.397], [0.497, 0.105, -0.853], [0.227, -0.157, 1.034]], "lowdin_charge": [-0.391, -0.379, -0.320, -0.298, 1.082, 0.149, 0.158], "relative_energy_kj_mol": 118.9, "gap_ha": 0.371}


Record 8
{"formula": "CH2O3S", "method": "ωB97M-V/def2-TZVPD", "elements": ["C", "O", "O", "O", "S", "H", "H"], "positions_angstrom": [[-0.757, 0.379, 0.390], [-0.357, -0.688, -2.253], [1.486, -0.816, -0.604], [0.024, 0.331, 1.553], [0.372, -0.069, -1.188], [-0.860, 1.446, 0.218], [0.094, -0.583, 1.885]], "lowdin_charge": [-0.124, -0.376, -0.391, -0.069, 0.811, 0.037, 0.113], "relative_energy_kj_mol": 236.1, "gap_ha": [0.288, 0.289], "smiles": "O=S(=O)=CO"}


Record 9
{"formula": "CH2O3S2", "method": "ωB97M-V/def2-TZVPD", "elements": ["C", "O", "O", "O", "S", "S", "H", "H"], "positions_angstrom": [[1.766, 0.699, -0.214], [-1.208, -0.658, 0.240], [-3.177, -1.481, -0.876], [1.258, 0.248, -1.235], [1.298, 0.391, 1.421], [-2.600, -0.536, 0.048], [2.473, 1.594, -0.309], [0.190, -0.256, 0.925]], "lowdin_charge": [-0.723, -0.472, -0.400, -0.068, 0.793, 0.936, 0.086, -0.152], "relative_energy_kj_mol": 45.2, "gap_ha": 0.302}


Record 10
{"formula": "CH2O4S", "method": "ωB97M-V/def2-TZVPD", "elements": ["C", "O", "O", "O", "O", "S", "H", "H"], "positions_angstrom": [[-1.955, -0.960, 0.373], [-2.633, -0.063, 0.161], [1.726, -0.360, 0.478], [-0.079, -0.442, -1.061], [-0.240, 0.888, 1.080], [0.431, 0.381, -0.029], [1.799, -0.918, -0.341], [0.950, 1.474, -0.661]], "lowdin_charge": [0.008, 0.035, -0.158, -0.346, -0.289, 0.549, 0.102, 0.099], "relative_energy_kj_mol": 147.6, "gap_ha": 0.443}


Record 11
{"formula": "CH2O5P", "method": "ωB97M-V/def2-TZVPD", "elements": ["C", "O", "O", "O", "O", "O", "P", "H", "H"], "positions_angstrom": [[-0.805, -0.519, 0.124], [1.214, 1.513, -0.193], [2.454, -0.808, 0.064], [0.094, -0.421, 1.145], [-0.124, -0.623, -1.094], [-1.508, 0.635, 0.059], [1.286, 0.080, 0.076], [-1.633, -1.256, 0.217], [-0.976, 1.397, -0.399]], "lowdin_charge": [-0.741, -0.308, -0.314, -0.111, -0.164, -0.047, 0.401, 0.150, 0.134], "relative_energy_kj_mol": 145.1, "gap_ha": 0.356, "charge": -1}


Record 12
{"formula": "CH2O5P", "method": "ωB97M-V/def2-TZVPD", "elements": ["C", "O", "O", "O", "O", "O", "P", "H", "H"], "positions_angstrom": [[0.885, 0.370, -2.373], [-0.265, 0.894, -2.398], [1.666, 0.046, -3.251], [-1.039, 0.241, 0.194], [0.887, 0.638, 1.417], [1.279, 0.051, -1.047], [0.313, 1.035, -0.075], [-1.405, 0.394, -0.714], [0.367, 0.019, 1.888]], "lowdin_charge": [-0.853, -0.135, -0.004, -0.266, -0.284, -0.222, 0.710, 0.048, 0.005], "relative_energy_kj_mol": 119.4, "gap_ha": 0.309, "charge": -1}


DFT total energy for the records above, in order: -1629.96943; -587.77251; -587.85299; -587.76421; -986.02971; -947.71255; -663.12761; -663.08296; -1061.35639; -738.39347; -757.01889; -757.02870 hartree
Strongest force on any atom for the records above, in order: 0.081; 0.054; 0.108; 0.056; 0.051; 0.042; 0.065; 0.072; 0.057; 0.060; 0.091; 0.054 Eh/bohr